The following is a quantum chemistry calculation of a structure of composition C41H63BN7OPmS2, from OMol25.

Computed properties:
- Kohn-Sham gap (spin up / spin down): 8.6 / 8.8 eV
- Molar mass: 889.95 g/mol
- Total charge: +2
- Spin multiplicity: 5

Cartesian coordinates (Å):
Pm 0.6648 0.2404 0.8006
C -2.7496 -4.1047 -0.5780
C -1.7865 -3.0160 -0.0624
C -2.2298 -2.6419 1.3458
C -1.6966 -1.8507 -0.9733
C -2.1282 -1.7233 -2.2832
C -1.8220 -0.4319 -2.6449
C -2.0810 0.2307 -3.9748
C -0.7576 0.3776 -4.7179
C -3.0041 -0.6482 -4.8066
N -1.2094 0.1671 -1.6187
N -1.1054 -0.7295 -0.5582
B -1.4490 1.6825 -1.2741
N -0.1643 2.5450 -1.4094
N 0.8558 2.3942 -0.4713
C 1.6103 3.4984 -0.5912
C 1.0393 4.3598 -1.5111
C -0.0857 3.7440 -2.0280
C -0.9732 4.4384 -3.0386
C -0.5105 4.1921 -4.4834
C -2.4847 4.3672 -2.9667
C 2.8420 3.8189 0.2431
C 2.7345 3.1980 1.6283
C 4.1986 3.4576 -0.4284
N -2.0353 1.7974 0.1433
N -1.2880 1.6101 1.2856
C -2.0809 1.8012 2.3297
C -3.3632 2.0844 1.9072
C -3.3082 2.0449 0.5074
C -4.4307 2.2160 -0.4698
C -5.7444 2.5653 0.2138
C -4.6545 0.9962 -1.4064
C -1.5320 1.6998 3.7326
C -0.4037 0.6578 3.8443
C -0.9909 3.0702 4.1303
H -2.8597 -4.8756 0.1768
H -2.4012 -4.5554 -1.4996
H -3.7433 -3.7152 -0.7796
H -0.7795 -3.4227 -0.0566
H -3.2731 -2.2959 1.3185
H -1.6477 -1.8435 1.8490
H -2.2413 -3.5123 1.9906
H -2.6081 -2.4529 -2.8754
H -2.5385 1.2306 -3.7932
H -0.3062 -0.6053 -4.8659
H -0.0337 0.9777 -4.1679
H -0.8786 0.7990 -5.7027
H -2.5799 -1.6562 -5.0019
H -3.1317 -0.2094 -5.8077
H -3.9836 -0.8011 -4.3217
H -2.2286 2.1630 -2.0320
H 1.3978 5.3515 -1.7534
H -0.7502 5.5161 -2.8261
H -0.6795 3.1697 -4.8590
H 0.5354 4.4216 -4.5863
H -1.0542 4.9030 -5.1038
H -2.8853 3.4436 -3.3541
H -2.9246 5.1680 -3.5743
H -2.9063 4.5346 -1.9526
H 2.8184 4.9166 0.3984
H 2.5838 2.1218 1.5170
H 1.8748 3.6276 2.1341
H 3.6094 3.3370 2.2511
H 4.3338 2.3988 -0.6477
H 5.0503 3.7656 0.2141
H 4.3082 4.0026 -1.3620
H -4.2455 2.2398 2.5098
H -4.1138 3.0171 -1.1326
H -6.0493 1.7274 0.8422
H -6.5464 2.7530 -0.5308
H -5.6834 3.4527 0.8356
H -4.4412 0.0302 -0.9084
H -4.0264 1.0743 -2.2779
H -5.6847 1.0460 -1.7774
H -2.3405 1.4229 4.3915
H 0.5211 1.0745 3.3005
H -0.6892 -0.3199 3.4872
H -0.0671 0.5886 4.8724
H -0.1319 3.3774 3.5011
H -0.6450 3.0932 5.1655
H -1.7317 3.8720 4.0225
C 5.0833 0.7577 1.8463
S 4.2993 -0.6187 1.1193
C 5.2043 -0.5822 -0.3760
O 2.9267 -0.0690 0.6933
H 6.1007 0.4996 2.1036
H 4.5539 0.9771 2.8026
H 5.0883 1.5985 1.1373
H 6.2929 -0.6434 -0.1582
H 5.0358 0.3614 -0.8866
H 4.8882 -1.4023 -1.0117
N 1.0791 -1.9426 1.8150
S 2.1765 -2.9970 1.2835
C 3.0570 -3.5895 2.6816
C 2.8903 -3.0162 3.9150
C 3.8293 -3.2663 4.9244
C 4.9295 -4.0753 4.6498
C 5.0144 -4.7263 3.4133
C 4.1194 -4.4341 2.3838
C 1.5036 -4.4858 0.5332
C 0.8032 -5.4291 1.3081
C 0.2476 -6.4977 0.6879
C 0.3529 -6.6258 -0.6922
C 1.0730 -5.7103 -1.4548
C 1.6558 -4.6154 -0.8427
H 0.4421 -2.3984 2.4629
H 2.0948 -2.3138 4.1252
H 3.6825 -2.8439 5.9000
H 5.7421 -4.2056 5.3690
H 5.8112 -5.4286 3.2173
H 4.2246 -4.9290 1.4271
H 0.6778 -5.3462 2.3764
H -0.2645 -7.2202 1.3287
H -0.0580 -7.5019 -1.1658
H 1.1833 -5.8609 -2.5347
H 2.1820 -3.8804 -1.4251